(1)
Molecular formula: C26H32F6N3O20
Method: DFT, ωB97M-V/def2-TZVPD

Cartesian coordinates (Å):
C (2.90483, 1.54150, 0.68276)
C (1.65221, 1.10167, 1.17337)
N (0.59592, 2.03830, 1.14480)
N (0.55244, 2.88261, 2.29111)
C (0.55989, 4.10729, 1.82689)
C (-0.63977, 5.03022, 2.17586)
C (1.67531, 4.69663, 0.94039)
C (-0.71128, 1.52933, 0.74012)
C (-0.86764, -0.01366, 0.70669)
N (-2.26844, -0.44657, 0.43760)
C (-1.00188, 2.06147, -0.74009)
O (-2.05499, 1.81837, -1.35138)
O (-0.08425, 2.77839, -1.28238)
H (3.12122, 1.67786, -0.39122)
H (3.67738, 1.78762, 1.45358)
H (1.63847, 0.07361, 1.59335)
H (-0.66109, 5.08488, 3.29519)
H (-0.52672, 6.02168, 1.69457)
H (-1.58101, 4.54843, 1.82180)
H (1.54544, 5.79700, 0.78775)
H (2.63485, 4.58994, 1.50409)
H (1.74094, 4.24558, -0.07131)
H (-1.52597, 1.93959, 1.38677)
H (-0.57806, -0.50665, 1.66981)
H (-0.22727, -0.48558, -0.08057)
H (-2.35739, -1.41609, 0.74118)
H (-2.41560, -0.48609, -0.57292)
C (1.27330, 4.76861, 6.44041)
C (0.12265, 4.80760, 7.40571)
O (-0.62197, 5.93120, 6.96807)
C (-0.38666, 6.02894, 5.62593)
O (-1.04718, 6.68118, 4.88390)
O (0.68325, 5.28479, 5.25012)
F (0.55005, 5.03482, 8.67553)
H (2.09808, 5.41591, 6.74781)
H (1.65571, 3.76050, 6.28378)
H (-0.51118, 3.91864, 7.38573)
C (-2.62412, -4.64568, 0.06580)
C (-2.80462, -5.78428, 1.03021)
O (-2.30244, -5.25604, 2.24187)
C (-2.51326, -3.90475, 2.17976)
O (-2.46108, -3.17823, 3.11433)
O (-2.79596, -3.50652, 0.91045)
F (-2.05152, -6.85705, 0.67875)
H (-1.62909, -4.62025, -0.37598)
H (-3.36026, -4.65463, -0.73367)
H (-3.84257, -6.09710, 1.16974)
C (0.61264, 0.01743, -3.41964)
C (-0.48190, -0.62906, -4.21023)
O (0.08465, -1.87847, -4.57430)
C (0.96983, -2.18938, -3.58201)
O (1.42904, -3.27570, -3.41371)
O (1.25189, -1.11180, -2.81164)
F (-0.75507, 0.07234, -5.34381)
H (1.33309, 0.54388, -4.04965)
H (0.23350, 0.71256, -2.66531)
H (-1.40457, -0.79320, -3.65050)
C (2.67646, -1.93017, 5.69959)
C (2.79010, -1.54898, 4.25081)
O (1.86814, -0.48475, 4.12781)
C (1.82221, 0.11374, 5.35478)
O (1.36934, 1.18860, 5.56370)
O (2.37427, -0.68255, 6.31613)
F (2.39321, -2.56468, 3.44567)
H (1.86181, -2.63431, 5.88277)
H (3.60004, -2.34966, 6.09621)
H (3.78391, -1.20860, 3.94969)
C (-0.55540, -8.42354, -2.62361)
C (-0.48330, -7.99292, -4.06107)
O (-1.42784, -6.94287, -4.12285)
C (-1.45522, -6.38930, -2.87590)
O (-1.92517, -5.32899, -2.62574)
O (-0.86742, -7.20209, -1.95964)
F (-0.88089, -8.98821, -4.89369)
H (-1.35204, -9.14903, -2.44424)
H (0.38466, -8.83732, -2.26257)
H (0.49595, -7.62314, -4.37304)
C (-0.20231, 2.49251, -7.38382)
C (-1.05350, 3.62277, -7.88671)
O (-0.11914, 4.44405, -8.56535)
C (0.86070, 3.60612, -9.01421)
O (1.66072, 3.89608, -9.84236)
O (0.79947, 2.39609, -8.39934)
F (-1.59091, 4.32773, -6.86509)
H (0.27093, 2.71862, -6.42633)
H (-0.75645, 1.56140, -7.28911)
H (-1.84407, 3.31978, -8.57773)

E_tot (eV): -89201.8410
Frontier orbital gap (eV): 5.71
Max |F| (hartree/bohr): 0.0863
Highest occupied orbital energy (eV): -3.83
Net charge: -1
LUMO level (eV): 1.8812

Löwdin atomic charge list, values in e, 4 entries: number 1, C, carries -0.034; number 2, C, carries -0.182; number 3, N, carries -0.161; number 4, N, carries 0.090


(2)
Molecular formula: C5H21NO8
Method: DFT, ωB97M-V/def2-TZVPD

Cartesian coordinates (Å):
N (-2.72787, -1.27120, -1.18978)
C (-1.85163, -2.08491, -0.53940)
O (-2.18855, -3.21528, -0.21849)
C (-0.43871, -1.61700, -0.38797)
C (0.52701, -2.56654, 0.32107)
C (1.01104, -1.96431, 1.66862)
C (1.87981, -0.79013, 1.35798)
O (1.49110, 0.32483, 1.07884)
H (-3.56186, -1.68126, -1.57187)
H (-2.37553, -0.47080, -1.67803)
H (-0.37886, -0.57820, -0.05309)
H (0.02908, -1.35627, -1.35168)
H (1.35052, -2.83879, -0.34209)
H (-0.02362, -3.50323, 0.43516)
H (1.38527, -2.74599, 2.31756)
H (0.10745, -1.63392, 2.19025)
H (2.91201, -0.86068, 1.75776)
O (0.64932, 0.24978, 4.21724)
H (-0.13568, -0.30096, 4.34080)
H (0.36092, 0.74822, 3.44155)
O (2.98755, 2.43939, 0.00163)
H (2.43471, 3.07927, -0.43294)
H (2.74882, 1.88161, 0.74438)
O (2.31891, -0.30795, -2.32599)
H (1.87422, 0.23244, -1.66566)
H (1.79355, -0.40661, -3.12253)
O (-0.20226, 1.55867, -0.38822)
H (0.54304, 1.95011, 0.09124)
H (-0.00947, 1.88777, -1.28089)
O (-2.09731, 3.44920, -0.21695)
H (-2.50186, 3.25762, 0.62749)
H (-1.28072, 2.91238, -0.30209)
O (-1.89015, 1.84676, -2.41613)
H (-2.49111, 1.74877, -3.16185)
H (-2.24914, 2.62718, -1.94592)

ΔE to the lowest compared entry with this formula, charge and spin (kcal/mol): 51.0
E_tot (eV): -23395.3277
Frontier orbital gap (eV): 9.80
Max |F| (hartree/bohr): 0.0626
Highest occupied orbital energy (eV): -9.76
LUMO level (eV): 0.0407
SMILES string: NC(=O)CCCC=O.O.O.O.O.O.O

natural (NBO) atomic charge list, values in e, 4 entries: number 1, N, carries -0.823; number 2, C, carries 0.676; number 3, O, carries -0.631; number 4, C, carries -0.570


(3)
Molecular formula: C12H30ClO8P2Zn
Method: DFT, ωB97M-V/def2-TZVPD

Cartesian coordinates (Å):
Zn (-0.31443, 0.09986, -4.45087)
Cl (-0.13245, -2.01927, -3.24120)
C (-2.82241, -0.62536, 0.19194)
C (-1.92133, -1.82854, 0.21640)
O (-1.12755, -1.85310, 1.44210)
P (-1.14747, -3.11466, 2.48360)
O (-2.43378, -3.16595, 3.27321)
O (-0.83861, -4.36632, 1.55818)
C (0.29921, -4.44033, 0.67965)
C (-0.12497, -5.26233, -0.52320)
O (0.16547, -2.90391, 3.48523)
C (0.39066, -3.98472, 4.43263)
C (1.20560, -3.48670, 5.64208)
H (-2.30185, 0.31585, 0.01518)
H (-3.55093, -0.72365, -0.61287)
H (-3.39161, -0.56542, 1.11958)
H (-2.53566, -2.72886, 0.22729)
H (-1.23625, -1.86570, -0.63059)
H (0.69965, -3.47326, 0.37546)
H (1.14041, -4.94670, 1.15303)
H (0.56566, -5.19527, -1.36382)
H (-0.06611, -6.33651, -0.34780)
H (-1.08213, -4.98553, -0.96516)
H (-0.57247, -4.37487, 4.76168)
H (0.93814, -4.77861, 3.92461)
H (0.68796, -2.66117, 6.13060)
H (1.25079, -4.15659, 6.50074)
H (2.23915, -3.25365, 5.38602)
C (-1.44407, 5.47958, -0.62718)
C (-1.03288, 4.07120, -0.13209)
O (-1.40915, 3.16853, -1.24482)
P (-0.21354, 2.19839, -1.83160)
O (-0.68912, 1.29952, -2.90153)
O (0.96967, 3.29711, -2.24214)
C (0.98253, 3.99361, -3.49965)
C (1.50688, 5.40436, -3.28362)
O (0.47973, 1.47377, -0.52936)
C (1.49649, 0.55621, -0.87140)
C (2.79580, 1.29376, -0.57122)
H (-1.37310, 5.64288, -1.70254)
H (-2.45922, 5.65875, -0.27296)
H (-0.82492, 6.28740, -0.23708)
H (0.01813, 4.14002, 0.14851)
H (-1.58673, 3.74151, 0.74692)
H (1.67472, 3.43401, -4.12879)
H (0.01163, 4.00242, -3.99499)
H (0.90280, 5.99853, -2.59794)
H (2.58362, 5.43312, -3.11660)
H (1.55698, 5.89104, -4.25765)
H (1.38244, -0.32956, -0.24649)
H (1.43576, 0.11081, -1.86440)
H (2.85646, 2.18288, -1.19883)
H (2.80328, 1.63854, 0.46278)
H (3.59317, 0.61286, -0.86900)

E_tot (eV): -108814.3598
Spin multiplicity: 2
Frontier orbital gap (alpha / beta) (eV): 7.36 / 5.20
Max |F| (hartree/bohr): 0.1274
Highest occupied orbital energy (alpha / beta) (eV): -16.51 / -16.51
Net charge: +2
LUMO level (alpha / beta) (eV): -9.1548 / -11.3098

natural (NBO) atomic charge list, values in e, 4 entries: number 1, Zn, carries 1.609; number 2, Cl, carries -0.661; number 3, C, carries -0.640; number 4, C, carries -0.071


(4)
Molecular formula: C3H6N2O
Method: DFT, ωB97M-V/def2-TZVPD

Cartesian coordinates (Å):
C (-1.85546, 0.27624, -0.52520)
N (-0.53665, -0.09697, -0.08005)
C (0.48190, -0.41437, -0.91381)
N (1.64774, -0.64020, -0.43784)
C (1.73098, 0.37763, 1.56932)
O (2.82903, 0.28820, 1.86837)
H (-2.08526, 1.32442, -0.29898)
H (-1.91061, 0.14423, -1.61112)
H (-2.62898, -0.35202, -0.06762)
H (0.21904, -0.45938, -1.97780)
H (2.38345, -0.76389, -1.11828)
H (-0.17859, 0.17872, 0.83460)

ΔE to the lowest compared entry with this formula, charge and spin (kcal/mol): 40.3
E_tot (eV): -8234.9511
Frontier orbital gap (eV): 9.84
Max |F| (hartree/bohr): 0.0354
Highest occupied orbital energy (eV): -8.91
LUMO level (eV): 0.9361

natural (NBO) atomic charge list, values in e, 4 entries: number 1, C, carries -0.402; number 2, N, carries -0.621; number 3, C, carries 0.314; number 4, N, carries -0.751


(5)
Molecular formula: CH3O4
Method: DFT, ωB97M-V/def2-TZVPD

Cartesian coordinates (Å):
C (-1.75261, 0.01566, 0.00341)
O (2.91041, -0.68658, -0.00091)
O (-0.85043, -0.79908, 0.14721)
O (1.46532, 0.80317, 0.12374)
O (2.62537, 0.45757, 0.09341)
H (-1.65415, 0.97898, -0.41067)
H (-2.72059, -0.31627, 0.28219)
H (-0.02334, -0.45345, -0.23839)

ΔE to the lowest compared entry with this formula, charge and spin (kcal/mol): 140.2
E_tot (eV): -9258.7418
Frontier orbital gap (alpha / beta) (eV): 9.68 / 9.68
Max |F| (hartree/bohr): 0.0756
Highest occupied orbital energy (alpha / beta) (eV): -16.66 / -16.66
Net charge: +1
LUMO level (alpha / beta) (eV): -6.9808 / -6.9808

natural (NBO) atomic charge list, values in e, 4 entries: number 1, C, carries 0.443; number 2, O, carries -0.072; number 3, O, carries -0.439; number 4, O, carries -0.265


(6)
Molecular formula: C40H120N10O15
Method: DFT, ωB97M-V/def2-TZVPD

Cartesian coordinates (Å):
O (-2.33960, -5.83617, 2.93628)
H (-2.17292, -5.71812, 1.98923)
H (-2.52496, -4.94151, 3.23719)
O (1.27860, -2.31364, 3.48561)
H (0.66088, -2.50738, 2.74516)
H (1.13083, -3.07685, 4.05641)
O (-2.07432, -6.13993, -0.39596)
H (-3.01307, -5.99070, -0.53135)
H (-1.66173, -5.50483, -1.01136)
O (-2.98253, -3.10347, 3.79151)
H (-2.57396, -2.88381, 4.65199)
H (-3.87090, -2.75991, 3.76001)
O (-2.03075, -1.80574, 6.21407)
H (-2.41601, -1.86513, 7.10243)
H (-1.55759, -0.96144, 6.20413)
C (-2.42902, -1.25931, -2.79579)
C (-2.73549, -2.66597, -2.16346)
C (-4.14120, -3.15223, -2.29405)
O (-5.00903, -2.19472, -1.68763)
C (-6.37363, -2.31106, -2.09547)
N (-1.88855, -3.74048, -2.65035)
H (-3.05676, -0.38367, -2.44793)
H (-2.63446, -1.36090, -3.88255)
H (-1.38344, -0.95525, -2.74079)
H (-2.65898, -2.44514, -1.10018)
H (-4.31200, -4.16183, -1.94092)
H (-4.26868, -3.11416, -3.38822)
H (-6.88798, -1.36721, -1.79556)
H (-6.84635, -3.15686, -1.63175)
H (-6.47569, -2.31000, -3.19302)
H (-2.29978, -4.43372, -3.27300)
H (-0.98705, -3.40672, -2.93099)
C (-7.03727, -2.35904, 5.55078)
C (-6.04105, -1.22144, 5.33296)
C (-5.97256, -0.92717, 3.82103)
O (-5.50936, -2.02313, 3.04368)
C (-5.10405, -1.57117, 1.74311)
N (-6.25647, 0.00296, 6.06673)
H (-8.05640, -1.98726, 5.47862)
H (-7.01001, -2.83233, 6.52593)
H (-6.91682, -3.18400, 4.82187)
H (-5.01421, -1.47881, 5.58397)
H (-5.30424, -0.04416, 3.78163)
H (-6.98702, -0.67579, 3.48758)
H (-5.94313, -1.46679, 1.06259)
H (-4.45381, -2.27962, 1.24795)
H (-4.51098, -0.67037, 1.77167)
H (-6.28013, -0.15644, 7.09109)
H (-7.10413, 0.42253, 5.80439)
C (3.31684, 2.50203, -2.98110)
C (2.69039, 2.99824, -4.26042)
C (1.19808, 3.00019, -4.15404)
O (0.73356, 1.69409, -4.01309)
C (-0.61724, 1.53152, -4.30462)
N (3.18088, 4.36948, -4.65202)
H (3.04257, 1.43444, -2.71079)
H (2.92973, 3.07076, -2.13886)
H (4.42333, 2.62636, -3.01562)
H (3.04252, 2.35637, -5.09719)
H (0.76198, 3.46085, -5.02675)
H (0.92335, 3.62194, -3.25560)
H (-0.90097, 2.06084, -5.25628)
H (-1.22344, 1.88898, -3.49354)
H (-0.77089, 0.47599, -4.44727)
H (4.05842, 4.26715, -5.12168)
H (3.24934, 4.90749, -3.82073)
C (5.16982, -0.06998, -7.72997)
C (4.59145, 0.68906, -6.47407)
C (4.56831, -0.27077, -5.26903)
O (3.68728, -1.36322, -5.55423)
C (2.35976, -1.01144, -5.33525)
N (5.41295, 1.85767, -6.00057)
H (5.15939, 0.61110, -8.58880)
H (4.49715, -0.92335, -7.98255)
H (6.20497, -0.40174, -7.59714)
H (3.55989, 1.04451, -6.66129)
H (4.19167, 0.32898, -4.44920)
H (5.55274, -0.66899, -5.03396)
H (1.73898, -0.59460, -6.15536)
H (2.34735, -0.22642, -4.52896)
H (1.83122, -1.88104, -4.91162)
H (5.56506, 2.53057, -6.71696)
H (6.34376, 1.51174, -5.74648)
C (-6.45941, 2.19262, -0.61652)
C (-5.61052, 2.63418, 0.55589)
C (-4.03369, 2.55973, 0.33530)
O (-3.75201, 3.24582, -0.84733)
C (-2.42355, 3.15904, -1.24220)
N (-5.93890, 3.97884, 0.92055)
H (-7.50666, 2.07096, -0.33948)
H (-6.04483, 1.24894, -1.00754)
H (-6.32228, 2.92758, -1.41358)
H (-5.85354, 1.98743, 1.39884)
H (-3.59998, 1.55650, 0.22511)
H (-3.56008, 3.05381, 1.18349)
H (-2.31346, 3.30194, -2.31149)
H (-1.96514, 2.22951, -0.86464)
H (-1.79446, 3.94919, -0.76549)
H (-5.55782, 4.18653, 1.80160)
H (-5.48824, 4.59408, 0.26617)
C (4.24574, 4.64796, 0.43533)
C (3.20224, 4.47244, 1.63511)
C (2.03039, 3.59328, 1.14740)
O (1.38064, 4.08557, -0.03081)
C (0.59396, 5.19552, 0.30177)
N (3.70300, 3.78545, 2.82431)
H (4.60036, 3.68266, 0.00707)
H (5.05217, 5.27987, 0.76805)
H (3.73602, 5.15604, -0.38775)
H (2.91417, 5.48753, 1.91051)
H (1.31640, 3.65138, 1.95040)
H (2.35763, 2.55751, 1.03752)
H (0.03943, 5.53186, -0.57618)
H (1.21247, 5.94509, 0.73964)
H (-0.03097, 4.88722, 1.12388)
H (3.96971, 2.79299, 2.71108)
H (4.56212, 4.14059, 3.25655)
C (7.64877, -0.81275, -0.24478)
C (6.19950, -0.34462, -0.00270)
C (6.11223, 0.67624, 1.19062)
O (4.71859, 1.10427, 1.35825)
C (3.86946, -0.00431, 1.66848)
N (5.66929, 0.30028, -1.18415)
H (8.37298, -0.00400, -0.37284)
H (7.64728, -1.41218, -1.19507)
H (7.97487, -1.48951, 0.54090)
H (5.60307, -1.22708, 0.31243)
H (6.71864, 1.57816, 0.92571)
H (6.53320, 0.25913, 2.17143)
H (2.88418, 0.44514, 1.89120)
H (4.24144, -0.48788, 2.58056)
H (3.62629, -0.80449, 0.89967)
H (5.66420, -0.33052, -1.97175)
H (4.68951, 0.61599, -1.05838)
C (1.12249, 1.74169, 5.20752)
C (-0.07332, 2.63524, 5.28977)
C (-1.18573, 2.15030, 6.19287)
O (-1.67387, 0.91968, 5.71734)
C (-2.66305, 0.99812, 4.71301)
N (0.28702, 3.92015, 5.88854)
H (1.45982, 1.42329, 6.17558)
H (1.97513, 2.25019, 4.70764)
H (0.94173, 0.84208, 4.65154)
H (-0.50342, 2.70866, 4.26579)
H (-2.06764, 2.83137, 6.32189)
H (-0.81645, 1.94122, 7.22382)
H (-2.31116, 1.37709, 3.72763)
H (-3.42299, 1.73129, 4.99169)
H (-3.17290, 0.04666, 4.57567)
H (-0.49842, 4.53922, 6.05248)
H (1.14021, 4.28257, 5.44833)
C (3.38302, -4.54640, 0.15087)
C (3.13351, -4.12210, -1.31020)
C (1.66885, -4.34745, -1.73801)
O (1.31408, -3.95514, -3.03272)
C (1.90593, -4.79052, -4.03683)
N (3.52086, -2.73611, -1.54093)
H (2.66084, -4.07886, 0.79020)
H (4.41054, -4.18428, 0.35114)
H (3.27673, -5.63173, 0.18733)
H (3.82274, -4.75506, -1.84131)
H (1.09733, -3.74066, -1.05119)
H (1.40789, -5.41919, -1.60955)
H (1.57411, -5.83380, -4.02199)
H (3.00641, -4.85515, -3.95365)
H (1.69265, -4.35132, -5.00255)
H (3.43829, -2.44458, -2.49960)
H (3.01704, -2.09475, -0.92786)
C (-1.47283, -0.55304, 2.14433)
C (-1.20084, -1.40883, 0.90243)
C (0.14646, -0.99369, 0.24568)
O (-0.11404, 0.06134, -0.68509)
C (1.05422, 0.71575, -1.01303)
N (-1.01767, -2.78317, 1.31253)
H (-0.70138, -0.69219, 2.94167)
H (-2.47553, -0.67674, 2.48184)
H (-1.39470, 0.51085, 1.84288)
H (-1.96727, -1.15488, 0.15456)
H (0.53268, -1.84030, -0.33809)
H (0.84414, -0.71250, 1.06119)
H (0.81651, 1.68359, -1.46086)
H (1.61439, 0.13183, -1.70581)
H (1.57302, 0.87852, -0.07267)
H (-0.98597, -3.49490, 0.56373)
H (-1.73636, -3.10364, 1.96407)

ΔE to the lowest compared entry with this formula, charge and spin (kcal/mol): 20.9
E_tot (eV): -89034.3780
Frontier orbital gap (eV): 9.52
Max |F| (hartree/bohr): 0.0540
Highest occupied orbital energy (eV): -8.98
LUMO level (eV): 0.5385

Löwdin atomic charge list, values in e, 4 entries: number 1, O, carries -0.072; number 2, H, carries -0.004; number 3, H, carries -0.026; number 4, O, carries -0.086


Question: Among the records above, which one has the lowest E_tot?
Answer: C12H30ClO8P2Zn


Question: Which value of max |F| does entry 3 give?
Answer: 0.1274 hartree/bohr